DFT (wB97M-V/def2-TZVPD) results for a cluster of 10 separate species, C17H55BN20O9 in total at a distorted geometry.

The geometry in XYZ format:
```
102
Properties=species:S:1:pos:R:3
C -0.377 -2.216 1.506
C 0.032 -1.536 0.227
C -0.858 -1.788 -0.974
N 1.088 -0.816 0.188
B 0.900 0.457 -0.491
C 0.478 1.663 0.409
C -0.658 2.512 -0.204
C -1.956 2.491 0.603
C -2.472 1.105 1.038
C -3.557 0.543 0.120
N -4.342 -0.571 0.672
H -0.200 -1.498 2.301
H 0.267 -3.071 1.716
H -1.416 -2.510 1.465
H -1.156 -0.873 -1.481
H -1.757 -2.321 -0.686
H -0.300 -2.397 -1.683
H 1.006 0.575 -1.681
H 1.389 2.261 0.509
H 0.215 1.305 1.402
H -0.321 3.547 -0.255
H -0.834 2.214 -1.236
H -1.860 3.136 1.475
H -2.724 2.920 -0.035
H -1.665 0.381 1.142
H -2.945 1.210 2.015
H -3.105 0.167 -0.797
H -4.243 1.347 -0.137
H -4.777 -0.288 1.541
H -3.727 -1.348 0.882
N 3.801 -2.237 -4.338
C 3.184 -1.372 -3.481
N 2.479 -2.001 -2.489
O 3.264 -0.158 -3.574
H 3.714 -3.237 -4.230
H 4.353 -1.847 -5.077
H 2.011 -1.446 -1.792
H 2.428 -3.001 -2.428
N 3.507 -6.095 3.004
C 3.453 -5.808 1.666
N 3.133 -4.515 1.360
O 3.675 -6.649 0.812
H 3.330 -5.420 3.723
H 3.739 -7.034 3.262
H 3.089 -4.270 0.389
H 2.951 -3.807 2.046
N 4.264 -7.206 -4.927
C 4.475 -5.974 -4.370
N 5.758 -5.698 -4.028
O 3.555 -5.189 -4.181
H 4.999 -7.862 -5.111
H 3.325 -7.440 -5.186
H 5.951 -4.805 -3.613
H 6.519 -6.345 -4.147
N -2.173 2.947 -4.081
C -3.205 3.146 -3.209
N -4.434 2.731 -3.643
O -3.038 3.651 -2.111
H -2.282 2.525 -4.983
H -1.258 3.227 -3.782
H -5.208 2.856 -3.018
H -4.591 2.306 -4.536
N -4.077 -4.821 -1.369
C -3.352 -4.781 -0.213
N -2.823 -5.971 0.200
O -3.188 -3.744 0.409
H -4.229 -5.656 -1.900
H -4.481 -3.959 -1.684
H -2.284 -5.965 1.045
H -2.944 -6.833 -0.296
N 6.166 -7.971 -1.662
C 7.443 -7.513 -1.539
N 7.832 -7.150 -0.282
O 8.180 -7.420 -2.511
H 5.504 -8.039 -0.912
H 5.876 -8.227 -2.585
H 8.766 -6.803 -0.173
H 7.235 -7.212 0.520
N -3.119 5.872 2.313
C -4.136 6.106 3.182
N -5.379 5.714 2.762
O -3.966 6.632 4.274
H -3.243 5.442 1.416
H -2.189 6.153 2.587
H -6.147 5.874 3.384
H -5.548 5.279 1.875
N -3.131 9.085 5.981
C -2.337 9.310 7.063
N -1.778 8.182 7.609
O -2.128 10.423 7.521
H -3.309 8.172 5.595
H -3.556 9.884 5.552
H -1.185 8.304 8.406
H -1.934 7.262 7.244
N -0.685 7.244 -0.414
C -0.159 7.657 0.780
N 0.403 8.902 0.778
O -0.187 6.960 1.781
H -0.670 7.801 -1.247
H -1.094 6.329 -0.449
H 0.792 9.229 1.642
H 0.440 9.492 -0.030
```

The value obtained for the energy is -67436.6896 eV. For the LUMO energy, the calculation gives 0.22 eV. As for the SMILES: CC(C)=NBCCCCCN.NC(N)=O.NC(N)=O.NC(N)=O.NC(N)=O.NC(N)=O.NC(N)=O.NC(N)=O.NC(N)=O.NC(N)=O.